Version w
9
Properties=species:S:1:pos:R:3:lowdin_charge:R:1 method="wB97M-V/def2-TZVPD" total_charge=-1 orbital_gap_ha=0.2473 mol_weight_da=100.1 homo_energy_ev=-2.71 lumo_ev=4.02
C 1.528 0.360 -0.630 -0.14
O -1.414 1.320 0.127 0.11
C -1.993 0.297 0.113 -0.55
O -0.662 -0.907 -0.505 -0.01
O -2.889 -0.458 0.312 0.09
N 1.708 -0.897 0.153 -0.01
C 0.490 -0.443 -0.430 -0.57
H 1.680 1.432 -0.221 0.07
H 1.554 -0.703 1.082 0.01

Version x
9
Properties=species:S:1:pos:R:3:lowdin_charge:R:1 method="wB97M-V/def2-TZVPD" total_charge=-1 orbital_gap_ha=0.2917 mol_weight_da=100.1 homo_energy_ev=-3.93 smiles="[H]/N=C(/[O-])[C@H]1OC1=O" lumo_ev=4.01
O -0.963 0.688 -1.687 -0.07
H 0.373 1.484 0.842 0.08
C -1.102 0.202 -0.577 -0.63
H -1.628 -1.014 0.675 -0.02
O 0.908 -0.618 1.121 0.02
C 0.441 0.567 0.387 -0.06
C 1.587 -0.158 0.013 -0.44
O 2.435 -0.656 -0.710 0.07
N -2.050 -0.495 -0.064 0.04

Pick version x: it beats the second-best structure by 0.0232 hartree.